Record 1
Below is the ion C2H5N4 with charge +1 in a non-equilibrium geometry, with properties calculated with ωB97M-V/def2-TZVPD.

Structure (XYZ):
```
11
C2H5N4 (ωB97M-V/def2-TZVPD)
C -1.07 1.17 1.68
C 0.59 -0.59 -1.00
N 1.33 0.08 -0.07
N -1.61 -0.50 -0.01
N -1.32 0.34 0.89
N -0.67 -0.86 -0.91
H -0.78 1.49 2.65
H 1.23 0.31 0.95
H 1.20 -0.87 -1.90
H 2.18 0.46 -0.47
H -1.09 -1.03 -1.80
```

Values from the calculation:
E_tot ... -297.8284 Eh
Charge ... +1
E_LUMO (alpha / beta) ... -4.34 / -4.34 eV
Multiplicity ... 1
Energy relative to the best compared isomer or geometry (same formula, charge and spin) ... 3.4040 eV

***

Record 2
Below is the molecule C9H12BNS in a non-equilibrium geometry, with properties calculated with ωB97M-V/def2-TZVPD.

Structure (XYZ):
```
24
C9H12BNS (ωB97M-V/def2-TZVPD)
B 1.39 -0.16 -0.20
C -2.63 -2.07 -0.29
C -3.39 -1.06 0.21
C -1.25 -1.86 -0.68
C -2.88 0.23 0.53
C -0.79 -0.60 -0.35
C -1.55 0.43 0.11
C 1.48 1.36 0.00
C 0.22 2.18 -0.35
C 4.00 -0.99 0.22
N -0.97 1.73 0.28
S 2.30 -1.61 -0.14
H -2.99 -2.99 -0.57
H -4.33 -1.35 0.53
H -0.75 -2.65 -1.09
H -3.63 0.99 1.01
H 1.66 1.48 1.14
H 2.45 1.75 -0.44
H 0.39 3.31 -0.02
H 0.11 2.15 -1.43
H 4.65 -1.88 0.25
H 3.96 -0.49 1.27
H 4.17 -0.27 -0.63
H -1.62 2.39 0.64
```

Values from the calculation:
E_tot ... -827.8567 Eh
E_LUMO ... 0.42 eV
Multiplicity ... 1
Energy relative to the best compared isomer or geometry (same formula, charge and spin) ... 1.8122 eV

***

Record 3
Below is a structure of composition C40H34N2RhS3Sb2, with properties calculated with ωB97M-V/def2-TZVPD.

Structure (XYZ):
```
82
C40H34N2RhS3Sb2 (ωB97M-V/def2-TZVPD)
Rh 0.38 0.75 -2.99
S 0.82 4.24 -5.76
C 0.63 3.02 -4.74
S -0.76 2.54 -3.85
S 1.85 1.86 -4.32
C -1.98 1.42 2.95
C -1.79 2.93 2.91
C -2.23 3.70 1.66
Sb -1.54 3.40 -0.35
C -2.31 1.43 -0.69
C -1.64 0.31 -1.18
C -2.30 -0.86 -1.52
C -3.67 -0.94 -1.37
C -4.37 0.17 -0.90
C -3.70 1.34 -0.57
C 0.54 3.14 0.06
C 1.11 3.85 1.13
C 2.48 3.83 1.34
C 3.33 3.15 0.47
C 2.79 2.47 -0.62
C 1.42 2.49 -0.78
Sb -0.35 0.20 2.26
C 0.62 0.13 4.15
C 0.54 -0.95 5.03
C 1.17 -0.89 6.28
C 1.89 0.23 6.65
C 2.00 1.30 5.77
C 1.37 1.25 4.53
C -1.39 -1.65 2.39
C -1.06 -2.68 1.51
C -1.73 -3.90 1.55
C -2.75 -4.10 2.47
C -3.08 -3.09 3.37
C -2.40 -1.88 3.33
H -2.88 1.10 2.41
H -2.08 1.13 4.00
H -0.76 3.19 3.16
H -2.40 3.33 3.72
H -2.03 4.76 1.82
H -3.31 3.61 1.56
H -0.55 0.34 -1.29
H -1.74 -1.72 -1.89
H -4.20 -1.85 -1.63
H -5.45 0.12 -0.80
H -4.28 2.19 -0.23
H 0.48 4.42 1.80
H 2.89 4.36 2.19
H 4.40 3.16 0.63
H 3.43 1.97 -1.33
H 1.01 1.96 -1.65
H -0.01 -1.84 4.76
H 1.09 -1.73 6.96
H 2.37 0.28 7.62
H 2.57 2.18 6.05
H 1.47 2.09 3.85
H -0.28 -2.53 0.77
H -1.46 -4.69 0.86
H -3.28 -5.04 2.50
H -3.86 -3.25 4.10
H -2.67 -1.10 4.04
C 0.03 -1.11 -6.71
C -0.26 -0.32 -5.59
N 0.28 -0.58 -4.41
C 1.14 -1.62 -4.28
C 1.42 -2.48 -5.32
C 0.86 -2.19 -6.58
C 2.29 -3.61 -5.07
C 2.86 -3.78 -3.86
C 2.63 -2.84 -2.79
C 3.25 -2.89 -1.52
C 2.96 -1.92 -0.59
C 2.05 -0.90 -0.91
N 1.48 -0.83 -2.10
C 1.77 -1.78 -3.02
H -0.41 -0.84 -7.66
H -0.95 0.51 -5.64
H 1.09 -2.82 -7.43
H 2.48 -4.31 -5.87
H 3.51 -4.63 -3.67
H 3.94 -3.69 -1.30
H 3.42 -1.93 0.39
H 1.78 -0.14 -0.19
```

Values from the calculation:
E_tot ... -3439.5371 Eh
Charge ... +1
E_LUMO ... -4.19 eV
Multiplicity ... 1
Energy relative to the best compared isomer or geometry (same formula, charge and spin) ... 1.0205 eV